Computed, not measured: a single C8H3Br3O3 molecule at a distorted geometry, with ωB97M-V/def2-TZVPD.

Electronic energy (eV): -224609.4209
HOMO level (alpha / beta) (eV): -8.922 / -8.785
Strongest force on any atom (eV Å⁻¹): 5.59
Energy above the lowest of the compared OMol25 structures with the same formula, charge and spin (kcal per mole): 92.4
Frontier orbital gap (alpha / beta) (eV): 7.268 / 6.523

```
! RIJCOSX wB97M-V def2-TZVPD def2/J DEFGRID3
* xyz 0 1
Br 2.0900 -0.7831 1.9703
Br 4.0298 1.8073 -0.9679
Br 0.1627 3.2323 0.8868
O 4.4417 -2.1582 0.1464
O 1.3609 -2.2137 -3.0644
O 3.1042 -2.3253 -1.6455
C 3.3819 -1.9576 -0.3652
C -0.0858 0.7827 -0.2385
C 2.3795 1.6666 -0.3329
C 1.1277 1.7773 -0.0653
C 1.3017 -1.2172 -0.8546
C 1.8332 -1.9550 -2.0197
C 2.2373 -1.2001 0.1464
C 0.1559 -0.4574 -1.0544
H -0.4776 0.3641 0.8549
H -0.3944 -0.6436 -1.8533
H -1.0229 1.1455 -0.5944
*
```

Atom charges from the Löwdin analysis, given in e for atoms 1 to 2: 0.89 0.88

***

Computed, not measured: a molecular structure, C8H3Cl5NO2ReSbSe4 at a distorted geometry, with ωB97M-V/def2-TZVPD.

Electronic energy (eV): -346589.2959
HOMO level (eV): -12.040
Strongest force on any atom (eV Å⁻¹): 1.40
Energy above the lowest of the compared OMol25 structures with the same formula, charge and spin (kcal per mole): 0.0
Frontier orbital gap (eV): 6.744

```
! RIJCOSX wB97M-V def2-TZVPD def2/J DEFGRID3
* xyz 1 1
Re -1.0159 -0.3757 0.8225
Sb -4.0757 -1.2073 2.0771
Se -2.3882 0.6489 2.4817
Se -4.5746 -2.7021 3.7728
Se -2.8151 -1.6338 -0.1916
Se -5.1340 -0.5833 -0.0410
Cl 3.0644 -1.2163 3.5299
Cl 2.1750 -3.7110 2.3630
Cl 1.1233 -1.2535 -1.2942
Cl -1.0763 3.6313 -1.1926
Cl 0.7089 -2.5391 4.5918
O -0.2096 -2.1055 1.6054
O 0.7703 -0.2357 2.0374
N -0.6390 0.7984 -0.3564
C 1.0705 0.3484 -1.9476
C 0.7314 -1.4712 2.2157
C 0.1439 1.2410 -1.3887
C 1.6804 -2.2142 3.1462
C 0.8805 2.9368 -2.9238
C 1.7875 2.0343 -3.4590
C 0.0537 2.5445 -1.8860
C 1.8941 0.7324 -2.9810
H 2.6031 0.0373 -3.4066
H 0.8117 3.9452 -3.3056
H 2.4298 2.3504 -4.2695
*
```

Atom charges from the Löwdin analysis, given in e for atoms 1 to 2: 0.83 0.03

***

Computed, not measured: a single C8H4Cl2N2S molecule at a distorted geometry, with ωB97M-V/def2-TZVPD.

Electronic energy (eV): -47216.4805
HOMO level (alpha / beta) (eV): -8.049 / -8.051
Strongest force on any atom (eV Å⁻¹): 4.87
Energy above the lowest of the compared OMol25 structures with the same formula, charge and spin (kcal per mole): 47.1
Frontier orbital gap (alpha / beta) (eV): 6.443 / 6.451

```
! RIJCOSX wB97M-V def2-TZVPD def2/J DEFGRID3
* xyz 0 1
Cl -0.8162 0.5636 -2.3476
Cl 2.3698 2.7825 -2.1193
S 1.4039 -2.2395 1.6915
N -1.8150 1.1873 0.3847
N 2.0122 0.7665 -0.5991
C -0.8387 1.7595 0.0838
C -0.0005 -1.9596 0.6282
C -0.8928 -0.3829 -0.9281
C 2.2705 -0.9061 1.0110
C 0.0967 2.4050 -0.6657
C 1.3823 1.8673 -0.9413
C 1.5218 -0.3061 0.0491
C 0.1956 -0.8480 -0.1292
H 0.0047 3.3472 -1.1541
H -1.8153 -0.9993 -1.0448
H 3.2235 -0.7659 1.3468
H -0.6616 -2.8533 0.8082
*
```

Atom charges from the Löwdin analysis, given in e for atoms 1 to 2: 0.83 0.62

***

Computed, not measured: a molecular structure, C8H4ClMoNS6, with ωB97M-V/def2-TZVPD.

Electronic energy (eV): -89242.6433
HOMO level (alpha / beta) (eV): -7.990 / -7.986
Strongest force on any atom (eV Å⁻¹): 0.32
Energy above the lowest of the compared OMol25 structures with the same formula, charge and spin (kcal per mole): 7.7
Frontier orbital gap (alpha / beta) (eV): 6.257 / 6.319

```
! RIJCOSX wB97M-V def2-TZVPD def2/J DEFGRID3
* xyz 0 1
Mo 0.0316 1.2189 -1.4779
Cl -0.2523 2.6053 -3.2308
S 0.0604 2.3399 0.4465
S -4.6896 2.7474 3.8577
S -2.0010 2.9913 2.6137
S -4.0015 1.2942 1.3583
S -2.0964 0.5017 -0.8961
S 2.5341 1.1096 -1.6958
N 0.8666 -0.6999 -0.9958
C -3.6272 2.3687 2.6815
C -1.5369 2.1746 1.1468
C 3.1039 -1.5004 -0.8219
C -2.4585 1.3923 0.5642
C 2.6140 -2.7053 -0.3635
C 1.2396 -2.8985 -0.2093
C 2.1960 -0.4925 -1.1385
C 0.3926 -1.8652 -0.5295
H 0.8437 -3.8312 0.1627
H 4.1624 -1.3183 -0.9351
H -0.6814 -1.9284 -0.4234
H 3.2999 -3.5043 -0.1136
*
```

Atom charges from the Löwdin analysis, given in e for atoms 1 to 2: 0.51 -0.04

***

Computed, not measured: 2 unconnected molecules or ions with the total composition C8H5BrClFO at a distorted geometry, with ωB97M-V/def2-TZVPD.

Electronic energy (eV): -95705.7389
HOMO level (eV): -8.530
Strongest force on any atom (eV Å⁻¹): 3.76
Energy above the lowest of the compared OMol25 structures with the same formula, charge and spin (kcal per mole): 0.0
Structure (SMILES): Clc1ccc2ccoc2c1Br.F
Frontier orbital gap (eV): 9.018

```
! RIJCOSX wB97M-V def2-TZVPD def2/J DEFGRID3
* xyz 0 1
Br -0.1627 -2.9906 -1.4548
Cl -0.7757 -3.4506 1.7588
F 2.5351 0.2656 -0.9900
O -0.0447 0.1695 -1.8612
C -0.6073 -1.8272 1.1465
C -0.2450 -0.2196 -0.6294
C -0.7820 -0.7162 2.0419
C 0.1356 1.4997 -1.7362
C -0.3610 -1.5073 -0.1698
C -0.3956 0.8578 0.2870
C -0.0783 1.9957 -0.5009
C -0.7097 0.5959 1.6077
H -0.9346 -0.8662 3.0293
H 3.0114 -0.0283 -1.8014
H -0.9364 1.2842 2.3093
H -0.1600 2.9831 -0.3123
H 0.5110 1.9546 -2.7246
*
```

Atom charges from the Löwdin analysis, given in e for atoms 1 to 2: 0.69 0.65

***

Computed, not measured: 2 unconnected molecules or ions with the total composition C8H5BrF4O2 at a distorted geometry, with ωB97M-V/def2-TZVPD.

Electronic energy (eV): -93384.5278
HOMO level (eV): -10.012
Strongest force on any atom (eV Å⁻¹): 3.70
Energy above the lowest of the compared OMol25 structures with the same formula, charge and spin (kcal per mole): 0.0
Structure (SMILES): Fc1cccc(C(F)(F)F)c1.O=C(O)Br
Frontier orbital gap (eV): 10.374

```
! RIJCOSX wB97M-V def2-TZVPD def2/J DEFGRID3
* xyz 0 1
Br 2.8797 -2.2814 0.8179
F 0.7958 1.9629 -1.6148
F -2.5668 -1.7304 -0.9832
F 0.7167 3.0881 0.2915
F -0.9844 3.0286 -1.0646
O 0.8411 -1.8360 -0.9819
O 2.4145 -0.2878 -0.9321
C 1.8853 -1.4083 -0.6479
C -0.4857 1.0076 0.0522
C 0.0540 2.3101 -0.5446
C -0.4136 -0.7029 1.7099
C -1.3546 -1.4097 0.9484
C 0.0061 0.5233 1.2225
C -1.7284 -0.9426 -0.2839
C -1.2640 0.2048 -0.8373
H 0.6495 0.9800 1.9973
H -1.7387 -2.4055 1.3076
H 0.0625 -1.1367 2.5128
H -1.5728 0.6110 -1.7686
H 1.8036 0.4251 -1.2009
*
```

Atom charges from the Löwdin analysis, given in e for atoms 1 to 2: 0.70 0.13